C18H20ClFN4O2 in the gas phase, computed with ωB97M-V/def2-TZVPD.

```
46
Properties=species:S:1:pos:R:3:nbo_charge:R:1
H 2.93893 1.26924 1.72357 0.21
C -2.19556 -3.93326 2.01854 -0.19
C 1.76687 -2.05578 1.76333 0.67
N 1.42548 -3.37476 1.99543 -0.60
H -3.16909 -3.48560 2.16251 0.24
H -1.90825 5.49740 -4.30411 0.23
C 0.95496 -1.22279 0.77215 -0.51
H 1.70315 5.18316 0.28303 0.22
H 0.59921 0.46969 2.06169 0.21
C 1.23613 3.90229 -1.35699 -0.09
C -1.27373 4.62734 -4.16303 -0.64
N 1.57508 2.11310 0.25256 -0.43
H 2.47183 2.16056 -1.67276 0.18
H -2.67018 -7.62766 0.53826 0.19
C 0.45163 3.77949 -2.49952 0.09
H 3.07708 3.30766 -0.47899 0.21
C -3.18551 -7.41208 1.47430 -0.26
F -1.34354 6.89859 -2.50759 -0.33
H -1.90502 3.74041 -4.09925 0.23
C -1.06283 -3.21494 2.09796 -0.23
H -0.54688 1.65948 0.15994 0.19
H -4.20987 -7.76860 1.43158 0.20
Cl 0.55598 2.34311 -3.47976 -0.02
H 0.99733 -5.72024 1.66420 0.42
C 2.16802 2.82941 -0.85355 -0.24
H 0.15341 6.99655 -0.42493 0.23
C 0.43728 1.21382 0.00412 -0.22
C -2.10888 -5.34555 1.77459 0.45
C 0.24972 6.08403 -0.99669 -0.28
C 1.00927 0.25924 1.07323 -0.22
C -0.50176 5.90767 -2.13936 0.40
N 0.13026 -5.21142 1.75346 -0.35
H 1.42209 -1.41371 -0.20097 0.23
H 2.97022 0.47435 0.13030 0.17
O -3.27520 -6.00510 1.68844 -0.48
C 1.11214 5.07404 -0.61749 -0.16
C 0.22940 -3.86284 1.91738 0.42
H -2.65055 -7.89392 2.29262 0.19
C 2.33792 1.00645 0.85529 -0.20
H -0.64137 4.50921 -5.04389 0.23
H -0.07908 -1.55394 0.67084 0.20
H 0.46833 0.74728 -0.99089 0.17
N -0.98818 -5.96537 1.66684 -0.27
O 2.80368 -1.59341 2.19019 -0.58
C -0.43629 4.77091 -2.92618 -0.14
H -1.09364 -2.16354 2.33961 0.24
```

Output
Total charge: 0
Highest occupied orbital energy: -8.476 eV
Energy: -44284.2059 eV
F_max: 0.29 eV/A
SMILES: COc1cc/c(=N\C(=O)CC2CN(Cc3ccc(F)c(C)c3Cl)C2)[nH]n1

6 unconnected molecules or ions with the total composition C9H30N7O6 in a non-equilibrium geometry, computed with ωB97M-V/def2-TZVPD.

```
52
Properties=species:S:1:pos:R:3:nbo_charge:R:1
H -6.37900 3.56411 -2.33929 0.20
H 0.81037 -3.50030 -5.19751 0.40
H 5.43049 0.16954 -0.63295 0.35
C -0.11466 1.40814 6.36411 0.73
O 0.67801 0.53270 6.07778 -0.67
H 3.80251 1.52908 -1.19696 0.19
C 7.79835 2.10543 -2.22835 -0.24
C 5.83120 2.39078 -0.94851 -0.08
C -0.23148 -3.01667 -3.61692 0.73
N -1.37596 -2.58860 -3.31125 -0.80
H -3.63620 2.62452 -1.59727 0.17
N 4.88223 0.51549 0.14154 -0.78
O 0.66411 -3.08129 -2.83083 -0.66
H -5.89433 -7.03197 0.19288 0.38
N -1.16745 1.66860 5.70323 -0.81
H -4.07338 -4.45560 0.90066 0.43
H 3.21270 3.29623 0.18090 0.20
H 7.77893 3.18070 -2.40585 0.17
H 2.85219 1.75326 1.03573 0.26
H 8.45795 1.84520 -1.40050 0.17
H 0.73126 2.05583 7.97518 0.40
H -1.34724 1.25722 4.79850 0.44
H -0.87367 2.74283 7.49341 0.37
C 3.63438 2.42535 0.68275 -0.62
H -0.86429 -3.15893 -5.55110 0.37
C 4.46280 1.79717 -0.37219 -0.07
N -4.92753 -7.32100 0.23605 -0.83
H -5.09523 4.65313 -2.14509 0.20
H -1.83585 2.28655 6.14084 0.35
H -1.90184 0.29910 1.26406 0.37
H -4.51186 1.15389 -0.66134 0.49
H 5.71883 0.77264 0.64560 0.31
H 8.10196 1.61162 -3.15142 0.19
O -5.23084 1.45673 -1.22076 -0.74
N -0.09642 -3.17408 -4.89517 -0.84
H -5.59788 3.90736 -0.65120 0.22
C -4.05545 -6.41280 0.56553 0.75
N -4.67394 -5.26752 0.88584 -0.84
H -5.67187 -5.17340 0.76181 0.36
H -4.65940 2.30516 -3.02182 0.15
H -1.65310 -2.25207 -2.40018 0.44
C -5.49634 3.73207 -1.72221 -0.63
H -1.94063 -2.29905 -4.09700 0.36
N -0.02065 2.22940 7.32354 -0.81
O -2.83366 -6.46769 0.58955 -0.66
H 4.09458 2.72955 1.62284 0.20
H 5.53831 3.28055 -1.50584 0.16
H -4.62016 -8.27430 0.10625 0.40
C -4.66118 2.52176 -1.95356 -0.06
O -2.06033 -0.65621 1.39371 -1.36
O 6.53285 1.58283 -1.87253 -0.56
H 6.48781 2.74695 -0.15471 0.15
```

Output
Total charge: -1
Highest occupied orbital energy: -2.362 eV
Energy: -32533.0773 eV
F_max: 7.60 eV/A

A molecular structure, C36H30Cl2NNiOP2, computed with ωB97M-V/def2-TZVPD.

```
73
Properties=species:S:1:pos:R:3:mulliken_charge:R:1
C 2.94917 -1.98485 -1.44747 -0.38
H -2.61536 2.72256 4.21773 0.42
H 5.01718 -2.03122 -4.12355 0.42
C 2.87081 4.42835 0.71641 -0.62
H 4.87697 3.75159 1.07967 0.44
H -3.63270 -1.74139 2.34901 0.41
H -2.25301 -4.39497 -1.59461 0.46
H -4.45406 3.80435 -2.46889 0.49
H -4.87144 1.74889 4.48418 0.40
H 3.58208 -1.17697 1.32421 0.59
C -1.44597 1.43757 -2.20368 0.62
H 0.68219 0.39541 -5.17740 0.46
C -2.82551 2.92563 -3.51377 0.65
C -1.40940 -2.69649 1.21909 0.07
C -1.62878 -2.95707 -0.13346 -0.63
C 0.49924 -1.38671 2.91271 -1.18
Cl -3.20345 3.71557 -5.00532 -0.25
C -4.10166 1.19407 3.96444 -0.51
C -3.40310 -0.77020 2.76787 -0.44
C -2.08231 -4.20172 -0.54403 -0.80
C -1.72454 2.03845 -3.44640 -0.21
C -2.83296 1.74110 3.81802 -0.79
H 0.11831 -2.09685 3.64750 0.72
Ni -0.38059 -0.01545 -0.16329 -0.49
C 4.43068 -1.63391 -3.30597 -0.56
P -0.82365 -1.05538 1.70670 1.48
C -3.60454 3.13777 -2.41144 -0.67
H 2.36985 -2.44195 2.98363 0.49
C 0.29613 0.19880 -3.07847 -0.07
H -2.30587 -5.71184 2.47815 0.43
H -1.45335 -2.18036 -0.87077 0.35
C -1.85136 1.03648 3.14543 -0.46
C -2.11129 -4.94022 1.74538 -0.77
H 0.70321 -0.45780 3.45085 0.62
C 3.70306 -2.49376 -2.49246 -0.71
C -1.65776 -3.69773 2.15715 -0.49
H -1.09591 2.09887 -5.50998 0.45
C -2.26667 1.61957 -1.05882 -0.80
H 3.11533 5.47241 0.85965 0.41
C 1.25457 2.71710 0.23230 -0.59
H -5.37695 -0.47762 3.54393 0.42
C -0.91249 1.66697 -4.53563 -0.76
C 3.55316 2.12527 0.65811 -0.24
H -1.51258 -3.50705 3.21365 0.35
H 3.72191 -3.56015 -2.67376 0.45
H 0.23113 2.43324 0.01795 0.43
H 0.79539 4.80678 0.32878 0.50
C -3.34071 2.48182 -1.19840 0.32
C -2.32113 -5.19313 0.39612 -0.54
C 3.86271 3.46108 0.84050 -0.78
H 4.33208 1.37688 0.75016 0.46
H 1.06742 -0.53874 -2.93127 0.68
C 2.24527 1.74531 0.34479 -0.01
O -1.97664 0.96801 0.03758 0.23
C 3.65344 0.24684 -2.02155 -0.20
H 4.97683 0.40312 -3.69755 0.45
C 2.59503 -0.81399 1.61109 -1.03
C 1.57041 4.05707 0.41681 -0.84
N -0.39988 0.56478 -2.01898 0.78
C 1.76079 -1.92793 2.23876 -0.51
C 4.40775 -0.26766 -3.06750 -0.83
H -0.87191 1.48124 3.00179 0.33
H 2.74655 -0.02347 2.35008 0.62
C -2.13143 -0.22796 2.62760 0.65
C -4.38640 -0.05594 3.43803 -0.84
P 1.84656 -0.00868 0.12802 2.14
C 2.91934 -0.61050 -1.20688 -0.17
H 3.62940 1.31489 -1.84945 0.47
H 2.37019 -2.66084 -0.82701 0.27
H 1.49039 -2.68299 1.49329 0.19
Cl -4.37149 2.73925 0.15607 -0.19
C 0.06855 0.73077 -4.35375 -1.20
H -2.67623 -6.16438 0.07834 0.41
```

Output
Total charge: +1
Highest occupied orbital energy (alpha / beta): -10.152 / -10.152 eV
Energy: -126019.4201 eV
F_max: 0.71 eV/A

A molecular structure, CHIOS2 in a non-equilibrium geometry, computed with ωB97M-V/def2-TZVPD.

```
6
Properties=species:S:1:pos:R:3:nbo_charge:R:1
H 2.00420 0.38417 0.56298 0.21
O 0.44108 1.00094 -0.79205 -0.41
S 0.09141 -1.58257 0.63518 -0.23
S -1.37135 -1.09017 -0.55537 -0.06
C 1.20159 0.39353 -0.14305 0.48
I -2.36693 0.89410 0.29230 0.01
```

Output
Total charge: 0
Highest occupied orbital energy (alpha / beta): -8.247 / -8.247 eV
Energy: -32870.0688 eV
F_max: 3.88 eV/A

A molecular structure, C27H16Cl5N4O4RuS, computed with ωB97M-V/def2-TZVPD.

```
58
Properties=species:S:1:pos:R:3:nbo_charge:R:1
N 2.39082 -0.02868 0.30952 -0.05
H -1.84189 -2.76967 0.38921 0.23
C -2.00251 -2.25814 -3.65863 -0.09
H 1.47144 0.02002 3.34274 0.24
C -0.85467 -2.86456 0.81959 0.09
C -3.23135 -1.61549 -3.86919 -0.05
H -1.10110 -4.90323 1.38507 0.25
H 2.82971 0.91167 2.61936 0.28
C -0.43282 -4.05425 1.37459 -0.23
H 3.86838 -0.50200 -2.95370 0.24
O -0.46306 3.94197 1.05572 -0.91
C 0.84580 -4.12925 1.90100 -0.12
C 1.14569 -1.83314 1.31584 0.17
C 3.17550 -0.04259 -3.64392 -0.14
C 1.62822 0.40640 -1.76437 0.65
C -1.41943 0.99482 2.41172 0.65
Cl -4.20466 -2.04215 -5.20507 0.11
N -0.54030 1.45946 1.51615 -0.97
H 0.13532 1.48612 -3.67258 0.23
N 2.49134 -0.28732 -0.93828 -0.23
H -2.87377 0.74816 4.87774 0.24
C 1.36251 1.14383 -5.39997 -0.22
C -0.70409 2.95817 3.50173 -0.22
H -2.72292 2.43800 6.70276 0.23
C -1.35130 3.69769 5.64918 -0.17
C -2.24543 1.62343 4.78028 -0.15
H 3.03927 -0.76709 3.19266 0.24
N -0.07732 -1.77436 0.77610 -0.46
C -3.66086 -0.59746 -3.01010 -0.14
C 1.06101 1.07647 -4.05489 -0.15
H 1.21459 -5.05033 2.33154 0.24
C -2.15654 2.57214 5.79121 -0.19
H 0.66793 1.60567 -6.08850 0.23
C -1.63341 -0.93288 -1.67392 -0.29
O 0.56768 0.89414 -1.30737 -0.66
C -2.83001 -0.29701 -1.95143 0.04
C -1.20670 -1.90977 -2.56728 -0.06
H 2.79888 0.67813 -6.92246 0.23
Ru -0.91102 0.04868 -0.06974 1.30
C 1.97839 -0.58613 1.36684 0.26
C 3.46770 0.03011 -4.99315 -0.22
S 0.08454 2.93569 1.91084 2.32
Cl -1.47456 -3.45740 -4.75989 0.10
C 2.35738 -0.06073 2.71169 -0.65
H 2.63978 -3.00583 2.29747 0.24
Cl -5.12044 0.24997 -3.25726 0.10
Cl -3.14608 1.01194 -0.81438 0.14
O 1.50996 2.84025 2.03476 -0.93
C 1.64202 -2.99717 1.88105 -0.21
O -2.03999 -0.05394 2.14803 -0.65
C 1.96814 0.48143 -3.17186 -0.12
C 2.56430 0.62093 -5.86740 -0.14
C -0.60894 3.91095 4.49146 -0.20
Cl 0.34192 -2.63419 -2.36317 0.06
H -1.30377 4.42117 6.45185 0.23
H 4.40008 -0.37162 -5.36566 0.23
C -1.50407 1.83207 3.63145 -0.18
H 0.01473 4.78691 4.37501 0.25
```

Output
Total charge: +1
Highest occupied orbital energy (alpha / beta): -11.841 / -11.898 eV
Spin multiplicity: 5
Energy: -118429.5190 eV
F_max: 0.44 eV/A

A molecular structure, C34H42GeIrN6O in a non-equilibrium geometry, computed with ωB97M-V/def2-TZVPD.

```
85
Properties=species:S:1:pos:R:3:mulliken_charge:R:1
C -3.58769 0.56061 -2.70323 -0.51
H -3.26896 0.30241 -6.05015 0.44
H 3.66710 1.23972 -0.90102 0.24
H 3.36171 -0.50047 -1.23120 0.45
C -6.02958 -0.84095 -1.71899 -0.95
H -3.82691 2.37321 -1.58947 0.55
C -5.27425 -2.84190 0.40171 -1.68
C 2.86342 1.35982 3.64323 -0.90
C 2.03967 -2.63875 3.52302 -1.09
C 3.42467 -2.65555 3.30778 -0.41
H 1.84477 1.44599 3.25427 0.01
C 3.07970 -1.40262 1.15311 -0.05
C 1.43843 -3.25541 -3.46769 -0.36
C 1.42997 -1.87139 -3.49258 -0.93
Ir 0.15766 -0.56679 0.27404 0.43
C 1.21383 -1.97583 2.59979 0.41
C 5.86963 0.65355 2.90959 -1.35
H 1.09363 -4.99741 -2.23817 0.49
H 6.57775 0.42139 2.11368 0.42
H -1.11371 4.18749 1.74526 0.54
N 1.61601 -1.40223 1.49456 0.42
H 3.44997 3.53922 1.24544 0.37
H -2.41365 -2.14341 0.85452 0.47
H 1.73059 -3.81442 -4.34639 0.47
C -3.37966 0.75699 -5.07515 -0.83
C -0.24544 2.54381 -0.19258 -1.31
O -1.43816 -0.01590 -0.93326 -0.57
C 0.72558 -3.17172 -1.19971 -0.12
H 4.97946 -2.06992 1.98064 0.62
H 4.99141 3.60525 2.08298 0.42
C 1.15742 2.06918 -0.53838 -0.80
C -0.90336 0.58779 2.86426 0.14
C -1.06450 3.16474 2.09185 -0.82
N 1.30614 0.64677 -0.82501 0.01
H -3.35427 -1.11955 -4.01657 0.55
H 0.07161 0.70392 -2.56451 0.41
H -0.97724 2.14316 -0.89347 -0.31
N -3.62765 -0.25458 -1.52546 0.84
H -0.83962 -0.44886 3.14918 0.06
H -0.27406 3.62994 -0.28002 0.78
H -6.09181 -2.30746 0.88847 0.36
C -2.99170 -1.62834 0.10452 -0.84
H -1.64626 1.19209 4.76563 0.50
C 1.04039 0.31752 -2.23202 -1.44
H 0.45050 -3.63293 -0.25978 0.46
C -3.69021 1.93616 -2.57077 -0.12
H -3.44038 2.75696 -5.84247 0.45
H 3.15461 -2.02044 0.24045 0.23
C 3.29422 0.30184 -0.49339 -0.35
C -4.31380 -1.88863 -0.21364 -0.04
N -0.51893 0.89916 1.61493 0.71
N 0.70433 -1.83230 -1.23483 0.53
C 1.05745 -1.17821 -2.35384 0.90
H -5.70734 -3.50202 -0.35017 0.36
C -3.47627 2.13795 -4.95628 -0.47
H 0.15272 -1.93544 2.81996 0.42
C 3.52118 -0.00234 0.80297 -0.22
H 1.82932 2.28232 0.29943 -0.10
C -3.42927 -0.04144 -3.94298 0.13
C -0.62531 2.18343 1.21309 1.24
H 5.76327 -0.22773 3.54263 0.39
N -4.68264 -1.08699 -1.22059 0.03
C -2.56545 -0.59930 -0.75560 0.84
H -6.42435 -1.74909 -2.16897 0.34
C 3.91698 -2.06981 2.18905 -1.41
H -5.98424 -0.06549 -2.47743 0.42
C -1.36306 1.51247 3.77377 -1.01
H -4.77159 -3.45077 1.14810 0.40
H 1.52683 2.61324 -1.41123 0.64
H 1.72385 -1.32663 -4.37922 0.57
C 1.08574 -3.91906 -2.29956 -0.98
C 4.39272 3.01089 1.39185 -1.33
H 1.59344 -3.09637 4.39321 0.47
Ge 4.15650 1.22858 2.16399 0.71
C -1.42984 2.83992 3.38421 -0.61
H -3.71390 3.80227 -3.62310 0.43
H 4.92568 2.97717 0.44085 0.40
H -1.76054 3.60553 4.07284 0.48
H 2.90984 0.47552 4.28179 0.33
H 4.08157 -3.12690 4.02608 0.47
C -3.62838 2.72763 -3.70860 -0.87
H 3.06612 2.23292 4.26375 0.48
H 6.28888 1.45357 3.52023 0.42
H 1.82749 0.76663 -2.84412 0.76
H -6.67979 -0.51338 -0.90914 0.35
```

Output
Total charge: +2
Highest occupied orbital energy (alpha / beta): -12.079 / -12.054 eV
Spin multiplicity: 2
Energy: -106267.8172 eV
F_max: 2.19 eV/A

A molecular structure, C33H19N6O7Ti, computed with ωB97M-V/def2-TZVPD.

```
66
Properties=species:S:1:pos:R:3:nbo_charge:R:1
N 1.17866 1.84684 1.93024 -0.52
N 0.88272 -0.61326 2.51829 -0.62
C 1.47976 -2.75966 1.77343 0.18
N -2.73157 0.68795 -4.46092 -0.44
C 4.37578 1.16118 -0.22910 0.22
H -6.21053 0.99298 -7.49653 0.21
N 0.42550 0.13156 -0.50290 -0.47
H -0.84586 -0.80248 0.82218 0.23
H -3.78609 1.26571 -7.02138 0.22
H -1.49910 0.43507 4.70066 0.25
C -0.48413 0.73343 -2.62832 -0.21
C -0.18825 2.71440 3.68830 -0.22
O 3.12298 0.89360 -0.52412 -0.79
C 2.96442 -2.66634 -0.02142 0.06
H -0.34409 1.17580 -3.60389 0.25
H 1.26185 5.19685 1.89974 0.22
C -4.01202 0.62237 -4.97882 0.06
C -5.82141 0.76779 -6.51226 -0.23
C 1.48351 3.10308 1.56757 0.07
C 2.38171 -4.79122 0.88280 -0.17
C -4.90808 0.17513 -3.99836 0.17
C 5.42159 1.72816 -1.05587 0.36
C -0.86247 -0.23023 4.13213 -0.19
O 6.92750 1.08590 2.20339 -0.52
C 6.64405 1.77157 -0.13073 0.40
C 1.57326 -4.15761 1.79330 -0.21
H -4.45516 -0.30697 -1.97040 0.42
C 4.79569 0.86950 1.06161 0.23
N -4.13237 -0.02272 -2.87743 -0.55
H 3.49509 -2.03048 -0.72137 0.21
H -6.95199 -0.32639 -3.47782 0.22
H -0.27416 4.83982 3.85459 0.22
O -2.88667 -1.25157 5.73872 -0.75
H -0.47736 -3.52287 3.63185 0.25
C 0.67293 -1.96299 2.66765 0.10
C -1.72757 0.22536 -2.27127 -0.05
C -0.28709 -2.46219 3.53101 -0.17
N 2.17556 -2.03255 0.86605 -0.53
H 1.54185 1.05662 -1.95818 0.25
H 1.01658 -4.71836 2.53029 0.23
C -2.84443 0.30333 -3.22000 0.36
C -0.76826 -0.36785 -0.16643 0.05
C 0.13047 3.99713 3.30931 -0.16
C 6.21529 1.21475 1.23750 0.39
H -2.78748 -0.77814 -0.66223 0.21
H 2.46775 -5.86993 0.89233 0.22
O 5.39104 2.08182 -2.21677 -0.56
H 2.15249 3.20128 0.72016 0.22
C -1.86101 -0.34172 -1.01009 -0.19
C 3.09936 -4.03076 -0.05208 -0.28
H -0.83744 2.52511 4.53090 0.23
H 3.74915 -4.49438 -0.78001 0.22
C -2.21655 -2.13570 5.17163 0.74
H -7.75665 0.21440 -5.75446 0.21
C -6.70641 0.32159 -5.51671 -0.21
C 0.35162 1.63804 2.97790 0.17
O 3.94643 0.36480 1.88790 -0.70
C 0.10214 0.23517 3.26702 0.17
C 0.55941 0.67046 -1.72523 0.06
C -6.26835 0.01684 -4.24323 -0.26
Ti 2.10344 0.11296 1.00770 1.56
O 7.74549 2.14823 -0.42267 -0.49
C -4.47396 0.92329 -6.26006 -0.19
C -1.08329 -1.60112 4.27348 -0.11
O -2.33108 -3.37596 5.17871 -0.75
C 0.98581 4.20355 2.22271 -0.28
```

Output
Total charge: -1
Highest occupied orbital energy (alpha / beta): -3.480 / -5.678 eV
Spin multiplicity: 3
Energy: -80924.5143 eV
F_max: 0.46 eV/A

C4H6N2 in the gas phase in a non-equilibrium geometry, computed with ωB97M-V/def2-TZVPD.

```
12
Properties=species:S:1:pos:R:3:nbo_charge:R:1
C 1.35266 -0.87277 0.22925 -0.06
H 2.40319 0.93436 0.55912 0.41
H 2.09305 -1.61583 0.48908 0.21
N 1.59795 0.46955 0.16169 -0.52
H -2.43655 -0.50917 -0.72839 0.38
N -2.04813 0.19309 -0.12189 -0.85
C 0.02199 -1.04605 -0.03728 -0.33
H -0.42326 -1.85439 -0.59016 0.21
H -2.71662 0.78404 0.34152 0.39
C -0.64765 0.20384 -0.00993 0.09
H 0.40720 2.19069 -0.18952 0.20
C 0.39617 1.12263 -0.10349 -0.13
```

Output
Total charge: 0
Highest occupied orbital energy: -7.591 eV
Energy: -7224.1995 eV
F_max: 1.58 eV/A
SMILES: Nc1cc[nH]c1